Molecular formula: C5H9NO2
Method: DFT, the ωB97M-V functional and the def2-TZVPD basis

Geometry as XYZ:
```
17
Properties=species:S:1:pos:R:3:forces:R:3
C 0.826 2.029 -0.076 -3.264 -0.152 -0.451
C 0.679 0.710 -0.121 4.554 -1.348 1.133
C 2.074 -0.038 0.021 0.141 1.906 -0.882
O 1.947 -1.385 0.353 0.811 -1.254 -0.014
N -0.319 -0.210 -0.095 -2.383 1.405 -0.435
C -1.656 0.102 0.042 0.671 0.071 0.268
C -2.595 -1.015 -0.161 -0.345 -2.386 1.315
O -2.001 1.152 0.510 -0.522 1.156 -0.225
H 1.773 2.517 -0.127 0.406 0.062 0.151
H -0.129 2.564 -0.085 0.702 0.474 -0.001
H 2.635 0.139 -0.922 -0.307 -0.468 0.240
H 2.624 0.549 0.773 -0.127 -0.484 0.071
H 2.814 -1.855 0.274 -1.172 0.806 0.056
H -0.135 -1.158 -0.258 0.909 -1.216 -0.308
H -2.236 -1.950 -0.657 -0.209 1.088 -0.190
H -2.663 -1.362 0.891 -0.136 -0.084 -0.174
H -3.637 -0.788 -0.364 0.271 0.424 -0.555
```
Positions in Å, forces in eV/Å.

Calculated values
ΔE to the lowest compared entry with this formula, charge and spin   1.711 eV
SMILES   C=C(CO)NC(C)=O
HOMO level   -8.46 eV
2S+1   1
Net charge   0



Molecular formula: C22H35NOPS
Method: DFT, the ωB97M-V functional and the def2-TZVPD basis

Geometry as XYZ:
```
61
Properties=species:S:1:pos:R:3:forces:R:3
C 6.011 -3.227 1.847 -0.020 -0.419 0.886
O 5.667 -1.839 1.490 0.374 -1.863 -1.612
C 5.891 -1.577 0.053 0.902 1.208 0.085
C 5.472 -0.007 -0.211 -0.818 -0.677 -0.610
C 4.043 0.166 -1.045 0.621 0.571 -0.227
C 3.947 1.753 -1.464 -0.517 -0.142 0.045
C 2.475 2.435 -1.179 0.537 -0.146 0.150
C 2.239 2.741 0.445 -0.526 0.125 -0.898
C 1.644 4.267 0.597 -0.655 -0.318 0.104
C 0.431 4.287 1.746 0.132 0.533 -1.290
C -0.985 4.333 0.886 0.921 -0.350 -0.058
C -2.307 3.944 1.805 -0.622 -0.720 -1.961
C -2.866 2.500 1.175 -0.736 -2.689 0.081
C -3.465 2.622 -0.381 -0.445 -5.015 0.731
C -4.006 1.278 -1.151 2.149 1.436 4.528
C -3.914 -0.147 -0.316 -0.505 -0.402 -0.992
C -4.424 -1.496 -1.137 2.053 -0.554 4.199
S -5.077 -1.412 -2.916 1.095 0.298 1.350
C -4.348 -2.956 -0.352 1.332 3.222 0.192
P -4.906 -4.485 -1.399 0.282 -0.042 -0.511
C -4.609 -6.099 -0.397 1.416 0.133 0.272
C -3.555 -4.569 -2.801 1.456 0.329 -0.696
N -3.855 -3.046 1.095 0.322 4.921 -1.258
C -3.375 -1.808 1.881 -0.805 0.722 -2.672
C -3.357 -0.284 1.240 -0.332 -0.924 -0.848
C -2.814 1.065 2.013 -1.200 1.486 -3.842
H 7.180 -3.414 1.761 -2.437 0.348 0.040
H 5.405 -4.029 1.228 1.265 1.678 0.931
H 5.685 -3.382 2.979 0.796 0.493 -2.420
H 5.322 -2.312 -0.663 0.891 1.284 1.510
H 7.055 -1.656 -0.166 -2.303 -0.098 0.411
H 6.328 0.488 -0.860 -1.819 -0.857 1.436
H 5.325 0.553 0.811 0.598 -1.168 -1.972
H 3.100 -0.151 -0.425 1.922 0.556 -0.936
H 4.042 -0.476 -2.036 0.094 1.182 2.065
H 4.226 1.838 -2.602 -0.521 0.016 2.245
H 4.728 2.362 -0.827 -1.470 -1.139 -1.347
H 1.583 1.724 -1.498 1.942 1.465 0.308
H 2.440 3.438 -1.825 -0.108 -2.158 1.569
H 1.404 1.975 0.817 1.868 1.666 -0.643
H 3.221 2.562 1.070 -1.981 0.433 -1.266
H 2.463 5.075 0.814 -1.461 -1.715 -0.322
H 1.151 4.552 -0.447 1.052 -0.519 2.249
H 0.511 3.293 2.379 -0.296 2.205 -1.108
H 0.524 5.264 2.395 -0.271 -2.163 -1.047
H -0.839 3.546 0.000 -0.519 1.577 1.966
H -1.098 5.387 0.339 0.182 -2.231 1.456
H -2.089 3.887 2.953 -0.493 0.086 -2.354
H -3.151 4.735 1.519 1.717 -1.760 1.077
H -3.474 3.651 -0.938 0.023 -2.180 1.316
H -4.426 1.331 -2.243 0.884 -0.236 2.506
H -4.084 -0.756 -3.710 -0.742 -0.787 1.615
H -4.160 -6.881 -1.168 -1.130 1.602 1.743
H -5.598 -6.478 0.104 2.085 0.792 -0.970
H -3.746 -5.850 0.375 -1.814 -1.014 -1.297
H -3.843 -3.901 -3.736 0.371 -1.369 2.227
H -3.434 -5.671 -3.216 -0.341 2.209 1.157
H -2.503 -4.170 -2.403 -2.251 -1.041 -0.913
H -3.803 -3.985 1.579 -0.149 1.611 -0.895
H -3.003 -2.001 2.991 -0.964 0.343 -2.704
H -2.399 1.013 3.126 -1.029 0.166 -2.783
```
Positions in Å, forces in eV/Å.

Calculated values
SMILES   COCCCCCCCCCCc1ccc2c(S)c(P(C)C)[nH+]cc2c1
HOMO level   -11.04 eV
2S+1   1
Net charge   +1



Molecular formula: C2H8CsO3
Method: DFT, the ωB97M-V functional and the def2-TZVPD basis

Geometry as XYZ:
```
14
Properties=species:S:1:pos:R:3:forces:R:3
Cs -9.922 -31.826 -16.304 0.503 -0.186 0.006
O -12.682 -32.256 -17.310 0.063 0.346 0.358
H -13.149 -32.469 -16.493 -0.277 -0.124 -0.142
H -12.976 -31.369 -17.547 -0.243 -0.079 -0.175
C -11.194 -34.600 -19.659 -0.315 -0.251 0.235
C -9.930 -35.086 -20.304 0.570 -0.224 -0.183
O -9.532 -36.368 -19.829 -0.062 0.448 -0.026
O -10.934 -34.278 -18.285 0.319 0.449 0.154
H -11.941 -35.404 -19.692 -0.010 0.116 -0.035
H -11.607 -33.741 -20.193 0.097 0.084 -0.018
H -9.112 -34.401 -20.065 -0.015 -0.077 0.089
H -10.010 -35.080 -21.398 -0.238 -0.052 0.072
H -10.211 -36.999 -20.081 0.017 -0.132 -0.025
H -11.543 -33.583 -18.011 -0.408 -0.319 -0.310
```
Positions in Å, forces in eV/Å.

Calculated values
ΔE to the lowest compared entry with this formula, charge and spin   0.097 eV
HOMO level   -12.88 eV
2S+1   1
Net charge   +1



Molecular formula: C5H16N4
Method: DFT, the ωB97M-V functional and the def2-TZVPD basis

Geometry as XYZ:
```
25
Properties=species:S:1:pos:R:3:forces:R:3
C 0.404 0.101 -0.057 -3.301 -3.877 -4.472
C -0.677 0.400 0.886 3.318 2.113 1.029
C -0.698 -1.015 -1.262 1.676 1.096 1.005
C 0.859 1.427 1.862 -1.834 0.143 1.009
C 0.100 -1.470 -2.468 -0.048 0.047 0.032
N 0.720 1.185 -0.950 0.300 0.040 0.649
N 1.411 -0.862 0.281 0.139 0.567 -0.179
N -1.115 -0.635 1.691 -0.362 -0.529 0.426
N -1.615 1.345 0.521 -0.352 0.311 0.162
H 1.469 1.745 -0.559 0.038 0.073 -0.067
H 1.035 0.805 -1.834 0.068 -0.002 0.109
H 2.020 -0.579 1.035 -0.073 -0.071 0.131
H 1.033 -1.793 0.393 0.044 0.190 0.228
H -2.072 -0.588 2.008 0.159 0.327 0.096
H -0.492 -0.910 2.436 0.001 0.023 -0.223
H -1.279 1.966 -0.207 -0.140 -0.339 -0.056
H -2.568 1.032 0.411 0.124 -0.024 -0.003
H -1.563 -0.416 -1.547 0.084 0.065 0.082
H -1.029 -1.864 -0.662 0.080 0.135 0.107
H 1.027 0.775 2.719 0.068 0.111 0.201
H 0.289 2.306 2.158 -0.121 -0.028 0.284
H 1.816 1.815 1.516 0.101 -0.421 -0.554
H 1.059 -1.898 -2.170 -0.013 -0.012 -0.006
H 0.304 -0.642 -3.153 0.010 -0.012 -0.029
H -0.438 -2.229 -3.049 0.034 0.075 0.039
```
Positions in Å, forces in eV/Å.

Calculated values
ΔE to the lowest compared entry with this formula, charge and spin   3.817 eV
HOMO level   -6.95 eV
2S+1   1
Net charge   0



Molecular formula: C5H8N2
Method: DFT, the ωB97M-V functional and the def2-TZVPD basis

Geometry as XYZ:
```
15
Properties=species:S:1:pos:R:3:forces:R:3
C -1.148 0.721 -1.384 -0.080 0.074 -0.096
C -0.803 -0.068 -0.158 0.120 0.152 -0.262
C 0.186 -1.225 -0.210 -0.004 -0.289 -0.037
N 0.370 -0.941 1.280 0.101 -0.119 0.213
C 0.096 0.511 0.924 -0.086 0.136 0.290
C 1.391 1.139 0.491 0.470 0.323 -0.326
N 2.278 1.732 0.044 -0.634 -0.445 0.350
H -0.281 1.140 -1.931 -0.085 -0.058 0.075
H -1.707 0.086 -2.084 0.107 0.136 0.083
H -1.812 1.556 -1.124 0.127 -0.122 -0.088
H -0.533 -1.231 1.673 0.217 -0.076 0.158
H 1.185 -1.041 -0.664 -0.156 0.006 0.062
H -0.124 -2.254 -0.423 -0.033 0.211 0.017
H 1.199 -1.231 1.811 -0.060 0.158 -0.247
H -0.296 1.107 1.756 -0.004 -0.087 -0.193
```
Positions in Å, forces in eV/Å.

Calculated values
ΔE to the lowest compared entry with this formula, charge and spin   4.344 eV
HOMO level   -6.75 eV
2S+1   1
Net charge   0



Molecular formula: H24NO15
Method: DFT, the ωB97M-V functional and the def2-TZVPD basis

Geometry as XYZ:
```
40
Properties=species:S:1:pos:R:3:forces:R:3
N -0.445 -0.033 0.319 4.099 -2.156 -3.304
O -0.800 -1.224 0.548 -1.157 1.409 1.410
O -0.252 0.253 -0.894 -1.604 0.680 0.340
O 0.200 0.634 1.142 -1.379 0.359 1.451
O -1.998 -0.726 -3.544 -0.216 -0.894 -0.806
H -1.449 -1.317 -3.004 -0.230 0.251 -0.050
H -1.951 0.122 -3.135 -0.003 0.828 0.394
O -0.581 2.689 -3.043 -0.540 -0.059 -1.431
H -0.288 2.681 -2.143 0.369 0.275 1.309
H -1.459 3.091 -3.043 0.227 -0.115 0.184
O 2.313 -1.806 0.350 -0.271 1.306 -1.597
H 3.018 -2.377 0.596 0.589 -0.751 0.575
H 1.733 -1.680 1.105 0.026 -0.963 0.666
O 1.792 2.715 2.592 -1.202 -0.461 0.726
H 2.313 2.379 1.878 0.680 -0.583 -0.936
H 2.134 3.555 2.838 0.461 0.942 0.227
O 0.314 3.008 -0.279 0.091 -0.170 -0.335
H 0.342 2.109 0.111 0.107 0.555 0.001
H 0.018 3.591 0.420 -0.004 -0.022 0.209
O 0.883 -1.730 2.671 -0.485 -0.382 -1.028
H 1.356 -0.987 2.987 1.050 1.129 1.322
H 0.402 -1.256 1.962 -0.970 -0.690 0.571
O -3.006 -2.335 -0.667 0.915 1.592 0.726
H -2.916 -3.251 -0.453 0.177 -0.901 0.130
H -2.226 -1.895 -0.196 -1.370 -0.796 -1.032
O -0.035 -2.211 -2.483 -0.746 -1.904 -0.991
H 0.493 -2.442 -3.245 0.042 -0.190 -0.459
H 0.487 -1.595 -2.038 1.193 2.191 1.397
O -2.829 1.589 -1.449 -0.218 0.037 0.295
H -3.093 1.062 -0.677 0.210 0.101 -0.531
H -1.906 1.356 -1.631 -0.095 -0.021 0.338
O 3.084 0.813 0.961 0.101 0.280 0.291
H 3.691 0.877 0.229 0.312 0.174 -0.341
H 2.623 -0.016 0.770 -0.014 -0.155 -0.107
O 0.065 -3.701 -0.148 0.623 -0.906 -0.616
H -0.408 -3.104 0.412 -0.255 0.437 0.471
H 0.357 -3.143 -0.893 -0.452 -0.513 0.434
O -0.522 1.360 4.056 -2.202 0.631 -0.247
H -0.005 1.267 3.246 -0.128 0.237 -0.138
H -1.446 1.659 3.761 2.269 -0.780 0.479
```
Positions in Å, forces in eV/Å.

Calculated values
ΔE to the lowest compared entry with this formula, charge and spin   1.165 eV
HOMO level   -7.13 eV
2S+1   1
Net charge   -1



no.,E (Ha)
1,-401.113897
2,-1727.892683
3,-326.644815
4,-419.005455
5,-304.675843
6,-1197.718535